[1]
Density functional theory data (wB97M-V/def2-TZVPD) for a structure of composition C32H36BrMnN4O2S3 in a non-equilibrium geometry.

Total charge   +3
Frontier orbital gap (alpha / beta)   3.3 / 3.4 eV
Max |F|   4.9 eV/A
Lowest unoccupied orbital energy (alpha / beta)   -12.060 / -12.010 eV
Multiplicity   2
⟨S²⟩   0.7927
Molar mass   739.7 g/mol

Element x y z (Å)
Mn (0.61, 0.42, -1.02)
C (-4.59, -2.28, 3.78)
C (-4.53, -0.76, 3.52)
C (-4.06, -0.11, 4.83)
C (-5.91, -0.20, 3.17)
C (-3.58, -0.54, 2.37)
C (-2.34, 0.12, 2.51)
C (-1.54, 0.19, 1.40)
Br (0.24, 0.95, 1.45)
C (-1.85, -0.33, 0.13)
O (-0.96, -0.18, -0.82)
C (-3.09, -1.03, 0.01)
C (-3.90, -1.08, 1.12)
C (-3.44, -1.73, -1.29)
C (-3.57, -0.69, -2.41)
C (-4.76, -2.51, -1.21)
C (-2.32, -2.74, -1.58)
H (-5.24, -2.47, 4.63)
H (-3.60, -2.67, 3.99)
H (-5.00, -2.81, 2.92)
H (-4.76, -0.33, 5.62)
H (-4.00, 0.97, 4.72)
H (-3.09, -0.51, 5.13)
H (-6.59, -0.35, 4.00)
H (-6.33, -0.69, 2.29)
H (-5.85, 0.87, 2.96)
H (-2.03, 0.54, 3.45)
H (-4.84, -1.59, 1.04)
H (-4.33, 0.03, -2.16)
H (-3.87, -1.18, -3.34)
H (-2.63, -0.17, -2.58)
H (-5.60, -1.85, -1.02)
H (-4.73, -3.29, -0.45)
H (-4.94, -3.00, -2.17)
H (-1.36, -2.23, -1.66)
H (-2.51, -3.26, -2.51)
H (-2.26, -3.47, -0.78)
N (0.57, -2.43, -3.41)
C (0.71, -1.19, -3.86)
N (0.71, -0.10, -3.12)
C (0.93, 1.03, -3.89)
C (1.07, 0.78, -5.24)
S (0.95, -0.88, -5.58)
C (1.00, 2.32, -3.26)
C (1.16, 3.54, -3.87)
S (1.21, 4.81, -2.73)
C (1.00, 3.64, -1.44)
N (0.90, 2.39, -1.87)
N (0.98, 4.06, -0.18)
H (0.49, -2.62, -2.43)
H (0.56, -3.21, -4.05)
H (1.25, 1.49, -6.02)
H (1.26, 3.75, -4.91)
H (1.02, 5.06, -0.01)
H (0.83, 3.44, 0.60)
O (2.50, 0.27, -0.94)
S (3.95, 0.84, -1.06)
C (5.01, -0.54, -0.58)
C (4.59, -1.50, 0.33)
C (5.50, -2.45, 0.76)
C (6.79, -2.47, 0.25)
C (7.17, -1.55, -0.73)
C (6.28, -0.58, -1.15)
C (4.01, 1.87, 0.43)
C (3.65, 1.37, 1.67)
C (3.62, 2.23, 2.76)
C (3.93, 3.57, 2.61)
C (4.30, 4.06, 1.36)
C (4.33, 3.21, 0.26)
H (3.57, -1.51, 0.69)
H (5.20, -3.18, 1.50)
H (7.51, -3.19, 0.61)
H (8.16, -1.59, -1.16)
H (6.57, 0.14, -1.89)
H (3.43, 0.33, 1.81)
H (3.36, 1.84, 3.73)
H (3.91, 4.23, 3.46)
H (4.58, 5.09, 1.24)
H (4.63, 3.58, -0.70)

Results of the Mulliken charge analysis, in e, for atoms 1 through 2:
1 Mn 1.43
2 C -1.51

***

[2]
Density functional theory data (wB97M-V/def2-TZVPD) for a structure of composition C3H3Br9 in a non-equilibrium geometry.

Total charge   0
Frontier orbital gap   9.9 eV
Max |F|   4.2 eV/A
Lowest unoccupied orbital energy   0.017 eV
ΔE to the lowest compared entry with this formula, charge and spin   23.2 kcal per mole
Molar mass   758.2 g/mol

Element x y z (Å)
C (1.56, -15.05, -0.31)
Br (3.19, -14.59, 0.19)
Br (0.29, -13.90, 0.48)
Br (1.09, -16.82, 0.14)
H (1.50, -14.88, -1.34)
C (1.94, -10.47, -7.90)
Br (1.70, -9.66, -6.25)
Br (1.77, -12.35, -7.65)
Br (3.46, -10.09, -8.88)
H (1.11, -10.27, -8.45)
C (1.30, -13.64, -4.07)
Br (2.75, -14.70, -4.23)
Br (1.43, -11.95, -3.32)
Br (-0.23, -14.55, -3.27)
H (0.93, -13.45, -5.08)

Results of the natural (NBO) charge analysis, in e, for atoms 1 through 2:
1 C -0.56
2 Br 0.16

***

[3]
Density functional theory data (wB97M-V/def2-TZVPD) for a cluster of 2 separate species, CH8N3 in total in a non-equilibrium geometry.

Total charge   +1
Frontier orbital gap   11.8 eV
Max |F|   1.3 eV/A
Lowest unoccupied orbital energy   -3.307 eV
ΔE to the lowest compared entry with this formula, charge and spin   2.1 kcal per mole
Molar mass   62.1 g/mol

Element x y z (Å)
N (1.94, 0.39, -1.14)
H (2.01, -0.07, -2.04)
H (0.07, 0.31, -0.83)
H (2.59, -0.08, -0.51)
H (2.21, 1.36, -1.21)
N (-0.36, -0.34, 1.53)
C (-1.25, -0.21, 0.58)
N (-0.92, 0.12, -0.64)
H (0.63, -0.17, 1.45)
H (-0.65, -0.63, 2.45)
H (-2.26, -0.37, 0.85)
H (-1.65, 0.19, -1.33)

Results of the natural (NBO) charge analysis, in e, for atoms 1 through 2:
1 N -1.11
2 H 0.39

***

[4]
Density functional theory data (wB97M-V/def2-TZVPD) for a structure of composition C36H34BI2N10Sn in a non-equilibrium geometry.

Total charge   +1
Frontier orbital gap   7.2 eV
Max |F|   3.8 eV/A
Lowest unoccupied orbital energy   -3.741 eV
ΔE to the lowest compared entry with this formula, charge and spin   0.0 kcal per mole
Molar mass   990.1 g/mol

Element x y z (Å)
Sn (0.48, 0.21, 0.34)
C (2.33, 0.91, -5.08)
C (2.37, 1.21, -3.60)
C (3.03, 2.17, -2.86)
C (2.63, 2.00, -1.51)
N (1.82, 0.94, -1.46)
N (1.62, 0.50, -2.72)
B (0.55, -0.62, -2.90)
N (0.90, -1.84, -2.05)
N (0.86, -1.75, -0.67)
C (1.14, -2.94, -0.16)
C (1.37, -3.80, -1.22)
C (1.28, -3.06, -2.39)
C (1.44, -3.50, -3.85)
C (1.19, -3.14, 1.31)
C (0.59, -4.28, 1.83)
C (0.42, -4.43, 3.18)
C (0.98, -3.45, 4.02)
C (1.71, -2.43, 3.50)
C (1.86, -2.25, 2.14)
N (-0.88, -0.09, -2.55)
N (-1.07, 0.56, -1.33)
C (-2.37, 0.94, -1.33)
C (-2.95, 0.59, -2.54)
C (-1.96, -0.03, -3.32)
C (-2.09, -0.62, -4.69)
C (-3.05, 1.71, -0.25)
C (-2.34, 2.48, 0.66)
C (-3.02, 3.18, 1.63)
C (-4.37, 3.11, 1.66)
C (-5.13, 2.40, 0.71)
C (-4.43, 1.64, -0.25)
C (2.96, 2.79, -0.27)
C (4.13, 2.56, 0.41)
C (4.50, 3.35, 1.50)
C (3.62, 4.34, 1.91)
C (2.43, 4.59, 1.25)
C (2.12, 3.83, 0.11)
H (3.14, 1.42, -5.59)
H (2.36, -0.17, -5.23)
H (1.42, 1.30, -5.48)
H (3.75, 2.88, -3.28)
H (0.61, -0.84, -4.11)
H (1.71, -4.82, -1.19)
H (1.54, -4.56, -3.88)
H (0.57, -3.25, -4.42)
H (2.26, -3.04, -4.32)
H (0.13, -4.92, 1.12)
H (-0.13, -5.23, 3.61)
H (0.84, -3.57, 5.07)
H (2.07, -1.62, 4.15)
H (2.44, -1.43, 1.71)
H (-3.94, 0.81, -2.90)
H (-3.14, -0.63, -5.00)
H (-1.53, -0.01, -5.41)
H (-1.66, -1.64, -4.64)
H (-1.26, 2.44, 0.67)
H (-2.44, 3.78, 2.33)
H (-4.92, 3.63, 2.42)
H (-6.15, 2.35, 0.69)
H (-4.90, 1.03, -0.99)
H (4.82, 1.76, 0.18)
H (5.42, 3.19, 2.02)
H (3.93, 4.96, 2.72)
H (1.77, 5.35, 1.61)
H (1.34, 4.08, -0.57)
N (-3.20, -1.65, 2.50)
C (-3.23, -2.49, 1.39)
C (-2.20, -2.14, 0.63)
N (-1.51, -1.07, 1.21)
C (-2.14, -0.85, 2.35)
C (-1.72, 0.08, 3.48)
N (-0.53, 0.12, 4.00)
C (-0.60, 0.97, 5.06)
C (-1.91, 1.33, 5.29)
N (-2.60, 0.77, 4.28)
H (-3.78, -1.70, 3.30)
H (-4.02, -3.26, 1.24)
H (-1.88, -2.60, -0.27)
H (0.18, 1.03, 5.74)
H (-2.35, 2.07, 5.92)
H (-3.51, 1.10, 4.00)
I (4.51, -1.85, -1.38)
I (5.73, -0.90, 0.83)

Results of the Mulliken charge analysis, in e, for atoms 1 through 2:
1 Sn 0.80
2 C -1.44